[1]
C3H11NO | the ωB97M-V functional and the def2-TZVPD basis

Atoms and positions in Å:
1 N 1.56 0.85 1.00
2 C 1.47 1.30 -0.36
3 O 1.70 0.27 -1.34
4 H 2.48 1.00 1.39
5 H 1.25 -0.09 1.17
6 H 2.24 2.06 -0.50
7 H 0.48 1.69 -0.58
8 H 2.21 -0.42 -0.91
9 C -1.73 -1.47 0.58
10 C -3.00 -0.80 0.04
11 H -0.93 -0.73 0.65
12 H -1.85 -1.84 1.60
13 H -1.43 -2.28 -0.09
14 H -3.74 -0.58 0.81
15 H -3.52 -1.49 -0.63
16 H -2.78 0.10 -0.52

Summary:
structure (SMILES): NCO.CC
energy above the lowest of the compared OMol25 structures with the same formula, charge and spin: 18.4 kcal/mol

[2]
C6H15N | the ωB97M-V functional and the def2-TZVPD basis

Atoms and positions in Å:
1 C -0.18 -0.62 -0.24
2 C 0.81 -0.18 -1.31
3 C 1.16 -1.41 -2.18
4 C 2.08 0.42 -0.76
5 C -0.74 0.51 0.63
6 N -1.54 -0.03 1.71
7 C -2.38 0.96 2.37
8 H 0.37 -1.29 0.41
9 H -0.98 -1.22 -0.61
10 H 0.36 0.55 -1.97
11 H 1.67 -1.08 -3.09
12 H 0.24 -1.92 -2.46
13 H 1.77 -2.10 -1.62
14 H 2.72 0.80 -1.57
15 H 2.74 -0.25 -0.20
16 H 1.96 1.30 -0.13
17 H 0.06 1.21 0.87
18 H -1.42 1.07 0.00
19 H -0.96 -0.42 2.44
20 H -3.03 1.51 1.70
21 H -1.76 1.74 2.86
22 H -2.94 0.44 3.15

Summary:
spin multiplicity: 2
total charge: -1
energy above the lowest of the compared OMol25 structures with the same formula, charge and spin: 4.7 kcal/mol

[3]
C13H18F3NO11 | the ωB97M-V functional and the def2-TZVPD basis

Atoms and positions in Å:
1 O 3.81 -0.10 -1.04
2 C 3.33 0.34 -0.07
3 O 3.37 1.68 0.18
4 N 2.70 -0.42 0.96
5 C 1.83 -1.47 0.41
6 C 0.82 -0.92 -0.55
7 C -0.27 -0.09 0.09
8 F -1.44 -0.41 -0.47
9 F -0.10 1.17 -0.15
10 F -0.43 -0.29 1.37
11 H 2.56 2.07 -0.19
12 H 3.46 -0.91 1.43
13 H 1.39 -2.01 1.24
14 H 2.43 -2.21 -0.13
15 H 1.27 -0.31 -1.34
16 H 0.33 -1.74 -1.06
17 O 2.00 -2.55 4.38
18 C 1.44 -1.56 4.71
19 O 1.82 -0.31 4.34
20 C 0.78 0.60 4.72
21 C 0.10 -0.15 5.85
22 O 0.34 -1.51 5.50
23 H 1.20 1.55 5.04
24 H 0.12 0.76 3.87
25 H 0.55 0.05 6.82
26 H -0.97 0.05 5.91
27 O -6.64 -4.16 -1.73
28 C -5.81 -3.32 -1.79
29 O -4.66 -3.32 -1.06
30 C -3.81 -2.28 -1.57
31 C -4.80 -1.34 -2.21
32 O -5.87 -2.22 -2.59
33 H -3.25 -1.82 -0.77
34 H -3.12 -2.72 -2.29
35 H -5.19 -0.60 -1.51
36 H -4.40 -0.83 -3.09
37 O -0.34 1.20 -3.21
38 C 0.48 2.06 -3.26
39 O 1.60 2.09 -2.49
40 C 2.44 3.13 -3.00
41 C 1.46 4.04 -3.70
42 O 0.42 3.13 -4.09
43 H 2.97 3.63 -2.19
44 H 3.17 2.70 -3.68
45 H 1.03 4.79 -3.03
46 H 1.88 4.54 -4.57

Summary:
structure (SMILES): O=C(O)NCCC(F)(F)F.O=C1OCCO1.O=C1OCCO1.O=C1OCCO1
energy above the lowest of the compared OMol25 structures with the same formula, charge and spin: 0.0 kcal/mol

[4]
C33H28Br9N5O10 | the ωB97M-V functional and the def2-TZVPD basis

Atoms and positions in Å:
1 C 2.37 6.80 2.18
2 C 3.16 6.32 1.18
3 C 2.83 5.08 0.54
4 C 1.70 4.47 0.97
5 C 0.94 4.94 2.02
6 C 1.32 6.06 2.71
7 N 1.27 3.25 0.25
8 O 1.92 2.89 -0.77
9 O 0.30 2.60 0.62
10 H 2.67 7.68 2.67
11 H 4.04 6.88 0.85
12 H 3.46 4.80 -0.27
13 H 0.08 4.37 2.29
14 H 0.75 6.60 3.49
15 C -4.35 0.84 1.93
16 C -3.47 1.58 1.14
17 C -2.99 2.81 1.54
18 C -3.38 3.26 2.81
19 C -4.17 2.48 3.65
20 C -4.70 1.30 3.19
21 N -2.91 4.56 3.30
22 O -3.29 4.94 4.39
23 O -2.06 5.16 2.68
24 H -4.75 -0.10 1.64
25 H -3.26 1.21 0.12
26 H -2.30 3.35 0.94
27 H -4.48 2.84 4.61
28 H -5.43 0.68 3.74
29 C 1.80 -1.29 -2.96
30 C 1.23 -2.52 -2.88
31 C 0.28 -2.80 -1.90
32 C -0.04 -1.84 -0.95
33 C 0.53 -0.58 -1.00
34 C 1.46 -0.36 -1.97
35 N -1.20 -2.21 -0.08
36 O -1.78 -1.32 0.51
37 O -1.48 -3.38 0.10
38 H 2.55 -1.13 -3.74
39 H 1.44 -3.30 -3.57
40 H -0.17 -3.81 -1.93
41 H 0.22 0.22 -0.35
42 H 1.98 0.60 -2.02
43 C -2.51 -3.41 3.26
44 C -2.20 -2.27 4.06
45 C -2.65 -2.19 5.32
46 C -3.39 -3.26 5.85
47 C -3.82 -4.32 5.10
48 C -3.26 -4.45 3.83
49 N -3.97 -3.05 7.23
50 O -3.82 -2.01 7.87
51 O -4.61 -4.05 7.71
52 H -2.16 -3.43 2.25
53 H -1.73 -1.45 3.55
54 H -2.53 -1.33 6.00
55 H -4.46 -5.06 5.54
56 H -3.43 -5.35 3.22
57 C 3.02 0.90 -5.56
58 C 2.22 1.92 -5.13
59 C 2.67 2.86 -4.24
60 C 3.98 2.76 -3.74
61 C 4.78 1.69 -4.09
62 C 4.32 0.77 -5.02
63 N 4.37 3.60 -2.66
64 O 5.19 3.14 -1.90
65 O 3.75 4.63 -2.52
66 H 2.69 0.18 -6.30
67 H 1.16 1.91 -5.38
68 H 1.96 3.58 -3.74
69 H 5.76 1.69 -3.66
70 H 5.03 0.02 -5.39
71 C -2.84 -6.01 -0.58
72 Br -1.21 -7.06 -0.22
73 Br -4.37 -6.90 0.26
74 Br -2.96 -5.68 -2.49
75 H -2.76 -5.09 0.02
76 C 2.79 -3.90 0.07
77 Br 4.61 -3.08 0.00
78 Br 1.96 -3.57 1.78
79 Br 3.05 -5.81 -0.12
80 H 2.24 -3.52 -0.80
81 C 2.30 -3.56 -8.15
82 Br 1.73 -4.36 -9.78
83 Br 0.77 -3.13 -7.02
84 Br 3.35 -2.00 -8.54
85 H 2.93 -4.25 -7.57

Summary:
energy above the lowest of the compared OMol25 structures with the same formula, charge and spin: 33.7 kcal/mol

[5]
C23H28BrF10O8PS | the ωB97M-V functional and the def2-TZVPD basis

Atoms and positions in Å:
1 C -3.14 1.35 3.95
2 C -4.25 1.75 3.00
3 O -5.20 2.38 3.37
4 O -4.22 1.32 1.71
5 C -3.03 0.80 1.13
6 C -2.73 -0.63 1.52
7 C -1.52 -1.17 1.53
8 C -0.24 -0.48 1.14
9 C -0.20 0.05 -0.31
10 C 1.20 0.01 -0.94
11 C 2.00 1.30 -0.68
12 C 3.15 1.44 -1.66
13 F 3.84 0.27 -1.71
14 F 2.71 1.67 -2.91
15 C 4.24 2.50 -1.29
16 F 5.34 2.23 -1.96
17 F 4.51 2.39 0.01
18 S 3.83 4.33 -1.67
19 F 4.01 4.03 -3.21
20 F 2.27 4.03 -1.78
21 F 3.64 4.68 -0.13
22 F 5.38 4.69 -1.54
23 F 3.53 5.84 -2.02
24 C -1.44 -2.62 1.90
25 O -0.61 -3.34 1.40
26 C -2.40 -3.11 2.95
27 P -1.63 -4.40 4.06
28 O -1.92 -3.65 5.50
29 Br -3.25 -5.97 4.11
30 C -3.61 -2.53 2.98
31 C -4.71 -2.84 3.95
32 C -5.48 -1.67 4.52
33 O -5.53 -1.39 5.67
34 F -6.14 -0.94 3.61
35 C -3.88 -1.53 1.88
36 O -4.91 -1.52 1.27
37 H -2.16 1.20 3.50
38 H -3.08 2.11 4.72
39 H -3.44 0.42 4.44
40 H -2.17 1.43 1.40
41 H -3.17 0.89 0.05
42 H -0.08 0.35 1.84
43 H 0.59 -1.18 1.29
44 H -0.55 1.09 -0.32
45 H -0.91 -0.50 -0.93
46 H 1.76 -0.85 -0.56
47 H 1.10 -0.14 -2.02
48 H 1.35 2.17 -0.77
49 H 2.42 1.30 0.33
50 H -2.52 -4.12 6.09
51 H -4.28 -3.32 4.83
52 H -5.41 -3.56 3.50
53 C 5.76 5.91 -7.83
54 C 5.89 6.86 -6.67
55 C 5.16 6.48 -5.40
56 O 6.54 7.87 -6.74
57 H 6.32 6.29 -8.68
58 H 6.13 4.92 -7.56
59 H 4.71 5.80 -8.11
60 H 5.52 5.52 -5.04
61 H 4.08 6.40 -5.59
62 H 5.33 7.24 -4.64
63 C -1.20 -8.20 0.34
64 C -1.43 -6.72 0.53
65 C -1.72 -5.91 -0.71
66 O -1.38 -6.21 1.62
67 H -1.00 -8.67 1.30
68 H -2.08 -8.66 -0.12
69 H -0.35 -8.36 -0.33
70 H -2.62 -6.29 -1.20
71 H -0.89 -5.99 -1.42
72 H -1.86 -4.87 -0.44

Summary:
DFT total energy: -5807.32129 a.u.
structure (SMILES): CC(=O)OCC1=C(CCCCC(F)(F)C(F)(F)S(F)(F)(F)(F)F)C(=O)C(P(O)Br)=C(CC(=O)F)C1=O.CC(C)=O.CC(C)=O

What M values result from the calculations? In sequence: 77.1; 101.2; 421.3; 1373.7; 765.4 g/mol.